Record 1
# C35H36N4O5TeV

A structure of composition C35H36N4O5TeV (ωB97M-V/def2-TZVPD, the OMol25 dataset).

HOMO (alpha / beta)   -3.92 / -3.91 eV
Multiplicity   3
LUMO level (alpha / beta)   2.44 / 1.20 eV
Charge   -1
Gap between HOMO and LUMO (alpha / beta)   6.4 / 5.1 eV
Max |F|   2.18 eV Å⁻¹

Cartesian coordinates (Å):
1 V -1.131 2.708 -1.005
2 O -1.516 1.299 -2.122
3 N -1.188 2.331 -2.932
4 N 0.200 2.432 -2.912
5 O 0.584 2.520 -1.606
6 C 1.080 2.317 -3.938
7 C 0.640 2.020 -5.239
8 C 1.563 1.908 -6.262
9 C 2.924 2.080 -6.028
10 C 3.354 2.388 -4.741
11 C 2.453 2.513 -3.701
12 H -0.419 1.883 -5.406
13 H 1.218 1.676 -7.262
14 H 3.636 1.968 -6.836
15 H 4.411 2.536 -4.553
16 H 2.770 2.762 -2.698
17 C 2.338 -6.414 -1.655
18 C 1.797 -5.039 -1.359
19 C 0.448 -4.750 -1.499
20 C -0.050 -3.476 -1.241
21 C -1.527 -3.223 -1.423
22 C 0.806 -2.454 -0.822
23 Te 0.012 -0.358 -0.472
24 N -1.223 1.305 0.314
25 C -2.519 1.423 0.389
26 O -3.071 2.473 -0.090
27 C -3.331 0.326 1.007
28 C -3.727 -0.754 0.226
29 C -4.441 -1.796 0.801
30 C -4.750 -1.765 2.154
31 C -4.352 -0.686 2.931
32 C -3.647 0.364 2.359
33 C 0.686 -0.489 1.562
34 C 1.582 0.479 2.043
35 C 2.085 1.608 1.191
36 C 2.020 0.397 3.361
37 C 1.588 -0.603 4.218
38 C 2.084 -0.679 5.638
39 C 0.675 -1.528 3.735
40 C 0.208 -1.482 2.426
41 C -0.817 -2.497 1.993
42 C 2.178 -2.727 -0.717
43 C 3.174 -1.645 -0.380
44 C 2.648 -4.011 -0.976
45 H 1.544 -7.160 -1.646
46 H 3.093 -6.699 -0.921
47 H 2.810 -6.437 -2.640
48 H -0.235 -5.530 -1.821
49 H -2.017 -4.096 -1.858
50 H -1.692 -2.368 -2.081
51 H -2.002 -3.001 -0.465
52 H -3.478 -0.765 -0.828
53 H -4.759 -2.637 0.196
54 H -5.302 -2.581 2.605
55 H -4.592 -0.660 3.987
56 H -3.318 1.209 2.952
57 H 2.447 1.251 0.227
58 H 2.882 2.149 1.701
59 H 1.270 2.304 0.994
60 H 2.714 1.143 3.733
61 H 2.768 0.140 5.855
62 H 2.609 -1.620 5.815
63 H 1.251 -0.623 6.342
64 H 0.306 -2.304 4.400
65 H -1.309 -2.937 2.861
66 H -0.351 -3.298 1.415
67 H -1.576 -2.026 1.366
68 H 3.063 -0.811 -1.077
69 H 4.195 -2.022 -0.449
70 H 3.011 -1.263 0.627
71 H 3.712 -4.212 -0.890
72 O -0.902 3.412 2.677
73 C -1.147 4.177 1.775
74 C -1.822 5.548 1.952
75 C -2.184 5.962 0.529
76 C -1.402 4.964 -0.311
77 O -1.285 4.964 -1.541
78 N -0.847 4.001 0.443
79 H -1.083 6.217 2.398
80 H -2.665 5.471 2.634
81 H -1.915 6.981 0.255
82 H -3.244 5.820 0.313

Record 2
# C10H22CsO6S2

A structure of composition C10H22CsO6S2 (ωB97M-V/def2-TZVPD, the OMol25 dataset).

HOMO   -12.06 eV
Multiplicity   1
LUMO level   -2.49 eV
Charge   +1
Gap between HOMO and LUMO   9.6 eV
Max |F|   19.79 eV Å⁻¹

Cartesian coordinates (Å):
1 Cs -1.047 -0.013 1.680
2 C 3.194 2.693 -0.284
3 C 1.931 3.389 -0.836
4 C 0.926 3.627 0.367
5 S 1.227 2.321 1.634
6 O 0.154 1.378 1.494
7 O 1.598 2.941 2.888
8 C 2.737 1.626 0.748
9 H 3.787 3.410 0.285
10 H 3.795 2.309 -1.108
11 H 1.350 2.638 -1.372
12 H 2.212 4.312 -1.343
13 H -0.128 3.470 0.136
14 H 1.159 4.553 0.892
15 H 2.521 0.675 0.262
16 H 3.453 1.204 1.453
17 C -0.345 -3.977 -0.543
18 C 0.391 -3.285 0.743
19 C 1.153 -2.049 0.366
20 S 0.213 -1.257 -1.031
21 O 1.169 -1.079 -2.101
22 O -0.553 -0.212 -0.427
23 C -0.844 -2.804 -1.243
24 H -1.104 -4.718 -0.296
25 H 0.464 -4.457 -1.093
26 H 0.823 -4.151 1.245
27 H -0.415 -3.091 1.450
28 H 2.092 -2.403 -0.061
29 H 1.485 -1.291 1.075
30 H -0.730 -2.916 -2.321
31 H -1.862 -2.450 -1.079
32 C -3.436 0.001 0.493
33 C -3.048 0.315 -0.992
34 O -1.878 1.036 -1.052
35 O -3.002 -1.201 0.990
36 H -4.503 -0.126 0.674
37 H -3.139 0.782 1.193
38 H -3.944 0.755 -1.431
39 H -3.006 -0.658 -1.482
40 H -1.099 0.500 -0.890
41 H -3.751 -1.797 0.914